The following is a quantum chemistry calculation of a gas-phase ion, H2N3O2S (charge -1) at a distorted geometry, from OMol25.

```
8
Properties=species:S:1:pos:R:3:forces:R:3:nbo_charge:R:1
N -0.223085 -0.250024 1.524061 -1.060 1.378 1.550 -0.61
N 0.074551 -0.180555 0.326632 4.175 -0.010 -3.643 0.31
N -0.602063 0.332511 -0.636796 -1.170 0.027 0.777 0.08
O 1.471246 -0.286018 -0.234028 0.065 -0.785 2.254 -0.66
O 0.001170 0.777726 -1.701752 -0.430 -0.220 0.170 -0.61
S -2.213495 0.414103 -0.240410 -2.014 0.727 -0.921 -0.32
H 0.147704 -0.993847 2.051254 0.887 -1.303 0.010 0.33
H 1.343973 0.186103 -1.088962 -0.454 0.186 -0.196 0.48
```
Forces are in eV/Å.

* Kohn-Sham gap (spin up / spin down): 7.0 / 7.0 eV
* charge: -1
* E_tot: -19428.058 eV
* HOMO level (spin up / spin down): -2.9 / -2.9 eV